The following is a DFT calculation (ωB97M-V/def2-TZVPD) of a molecular structure, C33H20F5N3O11S2 at a distorted geometry.

Geometry as ORCA input:
```
! RIJCOSX wB97M-V def2-TZVPD def2/J DEFGRID3
* xyz 0 1
S -1.33302 -5.22378 -5.09420
S -1.32906 -2.21683 0.66709
F -3.22526 -1.56150 2.32287
F -2.91406 0.86679 1.35650
F -3.99700 -2.29711 0.45076
F -4.59141 0.08791 0.26940
F -2.69678 0.16048 -0.75140
O 6.54238 6.38197 -2.67398
O -3.16353 7.28130 4.26711
O 3.44404 2.61430 -0.10370
O -3.95325 2.14858 3.24184
O 5.66957 1.93862 -1.47032
O -2.39961 3.57022 1.51223
O 2.17499 0.48811 -2.55873
O -4.62356 5.86206 6.01793
O -1.30665 -3.43326 1.44484
O -0.30470 -1.34548 1.18591
O 4.37426 7.06329 -1.24165
N -1.85730 -5.34680 -3.56281
N -3.76586 -4.73458 -0.86501
N -0.58710 -3.75140 -5.15005
C -3.04059 -1.51862 0.99455
C -4.33565 3.95488 4.69494
C -1.63115 -3.84616 -1.57474
C 6.18361 4.13620 -2.13003
C 0.15381 -0.36459 -1.61155
C 4.04066 -0.79897 -0.95552
C 5.83678 5.42650 -2.06035
C -2.72574 5.46812 2.83367
C 5.01079 -1.55657 -0.27630
C 5.38774 3.12236 -1.44952
C -3.25291 -0.06617 0.44233
C -2.43742 -4.88015 -0.75587
C -3.31061 6.10108 4.00919
C 1.70615 -0.29413 -1.75335
C 4.16811 3.56818 -0.69802
C -0.24679 -2.09302 -3.31887
C -1.12839 -2.65159 -1.05763
C -0.72863 -3.33283 -3.88046
C -3.77183 3.32162 3.50658
C -4.12279 5.25268 4.93708
C -3.77677 -6.71568 0.62959
C 2.67422 -1.17457 -0.97740
C -0.41961 -1.74286 -2.00258
C 3.30809 -3.11918 0.38549
C 4.63437 5.87543 -1.28768
C -2.36067 -6.81521 0.71075
C 3.82469 4.86015 -0.62655
C -1.69138 -5.83419 -0.05931
C 2.33691 -2.36426 -0.29808
C 4.66885 -2.73885 0.42093
C -4.35605 -5.71197 -0.15202
C -1.43402 -4.20770 -2.95953
C -2.93228 4.16836 2.58750
H -1.87839 -7.60777 1.28941
H 5.39800 -3.34170 0.97470
H -5.46080 -5.70747 -0.20111
H -2.68380 2.63733 1.54155
H -4.41398 -7.42412 1.17168
H 6.05516 -1.20950 -0.28212
H -0.59626 -5.81778 -0.10495
H -0.21055 0.02261 -0.64915
H -4.92236 3.33383 5.35728
H -4.32780 6.79028 5.95663
H 2.95006 5.19512 -0.08681
H 3.01009 -4.03344 0.91672
H -0.21987 0.34224 -2.38068
H 4.42510 0.09968 -1.48483
H 1.31312 -2.74904 -0.28755
H 7.05000 3.80059 -2.68256
H 0.26895 -1.39225 -3.99532
H 6.08568 7.21966 -2.46690
H -2.12727 6.08920 2.18197
H 3.89632 1.77132 -0.29987
*
```

The calculation puts the LUMO energy at -1.64 eV. For the gap between HOMO and LUMO, the calculation gives 0.2899 Ha.

Atomic partial charges in e from the Mulliken method, atoms 1 to 6: 0.158 1.503 -0.253 -0.434 -0.239 -0.283